ORCA calculation (the ωB97M-V functional and the def2-TZVPD basis) on a 2-piece molecular cluster, CH3O4Si overall in a non-equilibrium geometry.

```
9
Properties=species:S:1:pos:R:3:forces:R:3:nbo_charge:R:1
H -2.191118 0.193399 -0.528106 1.7169 -1.0038 -1.5706 0.5077
O 2.056966 0.778229 0.505051 0.2798 -0.3566 -0.2190 -0.7925
O -0.502769 0.358736 -0.930699 -0.2477 0.0251 -0.2807 -1.2916
H 0.226231 -0.688463 1.232461 -1.0973 -1.1540 2.4507 -0.2946
Si 0.579129 -0.214683 0.005692 1.0879 1.8078 -1.5961 1.6508
H -2.911369 0.843305 0.406221 -1.5041 -2.2616 -1.0096 0.4395
O 3.425308 -0.915215 -0.381747 0.5841 0.6954 0.2623 -0.6482
C 2.388587 -0.363593 -0.114343 -0.5512 -0.9020 -0.5809 0.4064
O -3.070969 0.008289 -0.194534 -0.2683 3.1498 2.5439 -0.9775
```
Positions in Å, forces in eV/Å.

energy: -630.45895 hartree
total charge: -1
relative energy (zero: lowest compared OMol25 entry of this formula, charge and spin): 45.9 kcal per mole
highest occupied orbital energy: -4.54 eV
lowest unoccupied orbital energy: 3.911 eV
strongest force on any atom: 0.0789 Eh/bohr
multiplicity: 1